Entry 1:
This record from OMol25 describes C9H22INP as an isolated structure. The level of theory is ωB97M-V/def2-TZVPD.

Computed properties:
Relative energy (zero: lowest compared OMol25 entry of this formula, charge and spin) ... 31.2 kcal/mol
E_LUMO ... -2.83 eV
Kohn-Sham gap ... 0.361 hartree
HOMO ... -12.66 eV
Total charge ... +1
Largest force on an atom ... 4.9 eV/Å
Electronic energy ... -28559.2160 eV

Element x y z (Å)
1 H 3.5487 1.7764 1.7804
2 H -2.5070 1.2039 -0.7533
3 I 3.1063 -0.7327 0.0584
4 C -0.4975 1.8456 -0.0642
5 H 1.2814 0.2271 2.0132
6 P 2.5325 2.2362 0.8691
7 H -2.9380 -1.1809 0.3609
8 C 0.5034 0.7443 -0.4029
9 C -2.0770 -1.7302 0.9404
10 C -1.7376 1.9537 -0.9721
11 C -0.0090 -1.5168 -1.5108
12 H 1.5304 0.0810 -2.2616
13 H -2.3013 2.8380 -1.0050
14 H -0.5050 -1.2114 -2.3511
15 H -1.5922 1.8784 -1.9997
16 C -0.6668 -1.1771 1.0029
17 C 1.2283 1.0264 -1.7223
18 H 0.2508 2.7478 -0.1758
19 H 1.0912 -1.7078 -1.5803
20 H 1.8797 2.7621 1.8706
21 N -0.3669 -0.5985 -0.3842
22 H -0.0995 -2.8448 2.3755
23 H 1.1660 -1.6216 1.8831
24 H -0.8087 -0.2556 1.6029
25 H 0.4569 -2.9659 0.7236
26 C 1.6042 0.6632 0.6558
27 H 0.5930 1.5119 -2.4315
28 H -0.8874 1.9619 0.9527
29 H -2.0958 -2.7459 0.4731
30 H 2.1051 1.5156 -1.3397
31 H -1.2735 -0.2369 -0.7486
32 C 0.3338 -2.2288 1.4736
33 H -2.4775 -1.6941 2.0112
34 H -0.3709 -2.5249 -1.3443

Mulliken atomic charges, in units of e: H 0.0881; H 0.3841; I 0.2920; C -0.5115; H 0.3057; P 0.0469; H 0.3313; C -0.0621; C -1.3517; C -1.5267; C -1.0361; H 0.4185; H 0.4899; H 0.3350; H 0.3743; C 0.2863; C -1.1480; H 0.4132; H 0.3440; H 0.0409; N 0.5121; H 0.3865; H 0.3250; H 0.3630; H 0.3312; C -0.9153; H 0.4465; H 0.2803; H 0.3240; H 0.4147; H 0.3086; C -1.1217; H 0.4125; H 0.4184

Entry 2:
This record from OMol25 describes C6H7N as an isolated structure. The level of theory is ωB97M-V/def2-TZVPD.

Computed properties:
Relative energy (zero: lowest compared OMol25 entry of this formula, charge and spin) ... 103.2 kcal/mol
E_LUMO ... -0.06 eV
Kohn-Sham gap ... 0.297 hartree
HOMO ... -8.16 eV
Total charge ... 0
Largest force on an atom ... 3.2 eV/Å
Electronic energy ... -7821.1711 eV

Element x y z (Å)
1 C -0.9207 -1.3458 0.3499
2 H -1.5361 0.5773 0.9296
3 C 0.9624 0.4880 -0.3348
4 H 1.1615 2.6236 -0.1788
5 H -2.8700 -0.7121 0.8236
6 H -1.1864 -2.3572 0.1561
7 C 0.3878 1.8764 -0.3334
8 N 2.1164 0.0156 -0.7867
9 C 0.4617 -0.9362 0.0528
10 H -0.3374 1.8171 0.4884
11 C -1.8201 -0.4487 0.7562
12 C 1.5945 -1.4303 -0.4137
13 H -0.2205 2.1164 -1.2228
14 H 2.2069 -2.2841 -0.2865

Mulliken atomic charges, in units of e: C -0.1639; H 0.1103; C 0.6077; H 0.3069; H 0.2654; H 0.3341; C -0.9043; N -0.6263; C 0.2656; H 0.2831; C -0.7548; C -0.3779; H 0.2650; H 0.3891

Entry 3:
This record from OMol25 describes a 11-piece molecular cluster, C33H88O33S11 overall. The level of theory is ωB97M-V/def2-TZVPD.

Computed properties:
Relative energy (zero: lowest compared OMol25 entry of this formula, charge and spin) ... 39.0 kcal/mol
SMILES ... CCOS(C)(=O)=O.CCOS(C)(=O)=O.CCOS(C)(=O)=O.CCOS(C)(=O)=O.CCOS(C)(=O)=O.CCOS(C)(=O)=O.CCOS(C)(=O)=O.CCOS(C)(=O)=O.CCOS(C)(=O)=O.CCOS(C)(=O)=O.CCOS(C)(=O)=O
E_LUMO ... -0.12 eV
Kohn-Sham gap ... 0.407 hartree
HOMO ... -11.20 eV
Total charge ... 0
Largest force on an atom ... 3.0 eV/Å
Electronic energy ... -222397.0766 eV

Element x y z (Å)
1 H 3.6930 7.0768 0.1655
2 O -7.0154 3.2170 4.5582
3 H -4.3729 1.4086 5.9638
4 O -0.3572 -4.1913 1.2970
5 H -3.4647 -0.9457 -3.4977
6 C -0.7099 2.5007 2.8728
7 H 8.1729 5.3214 3.0409
8 C 3.2580 0.0132 -0.9950
9 H -0.5273 -6.8019 2.9758
10 H -5.1542 -2.6493 3.1969
11 S -7.9194 -1.9470 -3.8668
12 S -3.1318 -1.3866 3.6211
13 O -2.0430 4.4654 -4.5058
14 C -3.4974 -1.9120 -5.9891
15 S 1.8113 0.6866 -1.7469
16 O -3.3428 2.5151 -4.7990
17 O 6.1140 -6.8548 3.4592
18 C -4.6862 2.3353 2.9821
19 C -0.8870 5.2373 -5.0082
20 H -5.3302 -2.7077 -4.4860
21 H -3.8387 0.9028 1.6212
22 H 8.4117 3.6510 1.5779
23 H -1.0439 2.7762 3.8695
24 C -5.0410 2.2544 6.0035
25 C -2.1427 -8.2188 2.6463
26 H 0.1617 -1.2807 -5.0730
27 H 5.7916 -0.1503 1.5442
28 H -0.2172 5.4087 -3.0223
29 H 2.8585 2.7747 4.8514
30 O 3.2663 5.1208 3.0673
31 C 5.8498 0.9169 1.3690
32 C 5.7251 -3.8559 1.2549
33 H -8.8537 -4.1021 -4.1346
34 H 4.6901 -3.2635 -0.5425
35 H 3.5167 0.7350 -0.2260
36 H 4.8946 8.4503 -1.2421
37 C -3.9200 -0.5049 -6.2480
38 C -4.2402 -1.4980 -2.9606
39 S -1.1570 -5.1058 0.5655
40 O 4.4749 6.2745 -4.1275
41 H -3.4977 -2.1636 -4.9231
42 O 6.8187 2.9743 2.6596
43 O 6.7657 0.8178 3.7155
44 H 6.1079 1.2760 0.3797
45 C -1.1081 -0.8460 -1.2624
46 H -3.2549 0.2260 -5.7889
47 C 7.3579 3.9070 1.7152
48 H 6.8800 3.8711 0.7336
49 H 4.8640 4.0546 -2.7314
50 H 7.7970 -4.8348 3.9528
51 H -7.8606 -3.6906 -5.5064
52 H 1.1420 1.6873 3.6635
53 H -2.5265 -8.8527 1.8571
54 O -5.6180 1.4657 3.5889
55 H -3.3844 -3.7849 3.0965
56 O -2.0969 -3.9967 -5.0092
57 C 8.0487 -5.2063 2.9717
58 H 7.2438 6.1009 1.6983
59 H -3.8704 2.6874 1.1099
60 O -3.0032 -0.1926 4.3688
61 O 5.4888 6.5661 -1.9619
62 H 6.3769 5.2942 2.9656
63 C 3.5919 2.7590 4.0406
64 C 4.7712 7.0527 0.3135
65 H 0.7737 4.3254 -4.0624
66 C -1.1476 -7.1627 2.1548
67 H -4.5959 3.2001 5.7060
68 C 0.1890 -0.8161 -0.4657
69 H 5.0512 6.0322 0.5732
70 H -2.1657 -3.4188 -0.5867
71 C 3.9552 4.5273 -2.3652
72 H 4.0404 -0.1734 -1.7167
73 S -2.0196 2.8830 -4.4870
74 H -0.7510 3.2552 -2.6366
75 S 7.1155 1.4392 2.5000
76 O 3.3089 3.1810 1.4690
77 H 4.5383 3.1662 4.3593
78 H -3.7581 2.4566 3.5466
79 H 3.5712 -3.8994 0.7694
80 H -2.9725 -7.7552 3.1951
81 S -1.2605 -3.0520 -5.6650
82 H 8.2187 -4.3667 2.3020
83 H 6.3921 7.9533 -0.7715
84 H -3.8136 -0.3033 -7.3175
85 H -3.1450 -3.8904 0.7591
86 O 3.0953 6.9688 -2.2016
87 H -2.4841 3.0169 -2.1664
88 C -1.6483 2.6742 -2.7679
89 H 0.8647 6.1481 -4.1576
90 H 3.5657 1.7114 3.7492
91 O 1.4032 3.6237 2.9256
92 H -4.2064 -2.6131 -6.4372
93 C -4.8476 -1.6141 3.1925
94 H -0.2271 -2.3319 -3.6813
95 O -0.2224 -3.5247 -6.4821
96 O 1.9124 2.0752 -1.8997
97 O -0.9091 2.3974 -5.2266
98 H 4.5746 -4.9443 -0.1740
99 O -2.1901 -2.0986 -6.5196
100 O -8.9541 -1.7773 -2.9118
101 H 3.7612 4.3610 -1.3125
102 H -1.4888 1.6234 -2.5334
103 H 8.8028 -5.9654 2.8390
104 O -1.8873 -6.0570 1.5676
105 O -2.8368 -2.5494 4.6191
106 S 2.9627 3.7814 2.7213
107 H -5.4446 -0.9649 3.8197
108 H 5.0175 7.7121 1.1425
109 C -3.7964 -4.7452 4.9801
110 O 0.7993 0.4840 -0.5592
111 S -6.3905 1.9836 4.8817
112 H -3.8023 -2.3972 -2.5153
113 H -0.0004 -1.0598 0.5797
114 H -4.2419 -5.5724 4.4395
115 S 6.5550 -6.0095 2.4208
116 C 0.7738 2.2764 2.8283
117 H -1.3253 6.2333 -5.0957
118 H 3.1280 4.1452 -2.9557
119 H -3.1775 -5.1369 5.7931
120 H -0.5249 -7.5917 1.3643
121 O -0.5075 -5.8490 -0.4207
122 C 4.5483 -3.9538 0.2963
123 C -0.6139 -1.8337 -4.5692
124 H -4.5616 -4.1605 5.4974
125 O 5.5320 -4.8185 2.3350
126 C -2.5578 -4.2896 -0.0652
127 H -1.8530 -0.2156 -0.7749
128 H -5.5105 -0.9996 -4.5762
129 H -1.5256 -1.8345 -1.4398
130 H -3.1208 -4.9506 -0.7067
131 H -5.2861 1.6690 1.0277
132 O 6.7232 -6.5163 1.1226
133 H -4.8641 -1.2081 2.1793
134 C 0.2410 5.2719 -4.0021
135 O -7.1123 0.8563 5.3150
136 H -5.1217 3.3382 2.9025
137 C -4.3708 1.8524 1.6002
138 C 5.4003 7.5204 -0.9436
139 S 4.1668 6.2220 -2.7496
140 C -2.9188 -3.8629 4.0790
141 H -1.6506 -8.8050 3.4272
142 O -6.5647 -1.8682 -3.0544
143 H -1.9520 -4.3515 4.0480
144 C -7.9139 -3.6296 -4.4202
145 H -7.1125 -4.2337 -4.0049
146 H -4.9472 -0.3272 -5.9405
147 H -1.1453 1.5651 2.5011
148 H 4.9223 1.3861 1.6899
149 H -4.5178 -0.8278 -2.1473
150 H -0.8990 -0.4341 -2.2557
151 H 0.8662 -1.6122 -0.8119
152 H 5.7825 -2.8635 1.6962
153 H 1.0436 1.8811 1.8438
154 O 8.3870 1.2413 1.8959
155 H 2.9242 -0.9141 -0.5343
156 O 1.4145 -0.1103 -2.8619
157 C 7.3093 5.2709 2.3900
158 H -0.5988 4.8845 -5.9964
159 O -7.8102 -1.0915 -4.9888
160 C -5.4192 -1.8224 -3.8555
161 H -1.4548 -1.2293 -4.2373
162 H -5.5030 2.4163 6.9750
163 O -2.3521 -1.5677 2.4352
164 H -1.0767 3.2726 2.1963
165 H 6.6157 -4.1507 0.6967

Here are the Mulliken charges for atoms 1 to 99, given in e: H 0.4540; O -0.6361; H 0.2251; O -0.6063; H -0.2220; C -1.2507; H 0.3872; C -0.4313; H 0.2965; H 0.4958; S 1.2725; S 1.1024; O -0.3897; C 0.1585; S 0.6159; O -0.6810; O -0.6292; C -0.3393; C -0.4301; H 0.3956; H -0.2558; H 0.3943; H 0.4573; C -0.8882; C -1.1092; H 0.3468; H -0.0655; H 0.2744; H 0.4886; O -0.6604; C -0.1371; C -0.2872; H 0.3921; H 0.3238; H -0.0899; H 0.2911; C -1.4129; C -0.5125; S 1.3333; O -0.6770; H -0.1476; O -0.1807; O -0.6511; H 0.4109; C 0.6592; H 0.2486; C -0.2400; H 0.2798; H 0.4256; H 0.3143; H 0.3637; H 0.3169; H 0.3273; O -0.1936; H -0.3890; O -0.6214; C -0.8416; H 0.3052; H 0.4205; O -0.6145; O -0.2976; H 0.2250; C -1.2339; C -0.9349; H 0.2260; C -0.3505; H 0.3410; C -1.0284; H -0.0457; H -0.7660; C -0.6378; H 0.5085; S 1.3167; H -0.0191; S 1.3021; O -0.3342; H 0.3471; H 0.1661; H 0.3072; H 0.2044; S 1.2344; H 0.3004; H 0.4627; H 0.4311; H 0.0623; O -0.6144; H 0.3904; C 0.4551; H 0.4905; H 0.3512; O -0.3363; H 0.5484; C -0.7810; H 0.2810; O -0.6486; O -0.3652; O -0.6579; H 0.3409; O -0.3986

Entry 4:
This record from OMol25 describes C53H71CsN5O5P as an isolated structure. The level of theory is ωB97M-V/def2-TZVPD.

Computed properties:
Relative energy (zero: lowest compared OMol25 entry of this formula, charge and spin) ... 0.7 kcal/mol
E_LUMO ... -0.18 eV
Kohn-Sham gap ... 0.294 hartree
HOMO ... -8.18 eV
Total charge ... 0
Largest force on an atom ... 1.4 eV/Å
Electronic energy ... -83642.5373 eV

Element x y z (Å)
1 C -1.4676 -4.0326 -0.0282
2 H -4.3836 -0.4380 0.0483
3 O 2.5145 0.9591 -2.8103
4 H 1.2023 4.6950 -1.7537
5 H -3.4956 0.0778 1.9779
6 H -0.7593 -4.3182 -2.3873
7 H 4.2214 -2.8145 0.3367
8 C 1.8917 -3.1251 -2.1776
9 H 5.7168 2.4857 1.8425
10 H 2.1477 3.1943 6.2144
11 C -0.1468 -4.1836 0.4372
12 H 3.4344 -4.1845 2.0501
13 H -3.2738 -4.4022 -4.1068
14 C -2.3586 -5.1039 0.1175
15 C -2.2261 -2.8079 -2.0931
16 N 4.7565 2.7751 1.9053
17 H -0.1530 2.4187 5.5989
18 C 3.8199 2.9456 -2.8426
19 H -4.2135 1.6189 -1.6265
20 H -2.7104 -7.1062 0.7897
21 C -2.8696 -1.9477 0.0717
22 C -3.9262 -1.0750 -1.9350
23 H -2.6941 4.9953 -3.1624
24 H -0.0906 -3.3343 3.0839
25 C 0.6733 2.3305 4.9063
26 H 0.0521 -1.5918 2.7669
27 C -5.4814 -0.6577 -3.9089
28 H -0.2928 0.8483 -4.0678
29 H 0.9590 5.2256 5.1435
30 Cs 1.0393 0.8919 -0.6254
31 C -2.1811 3.8593 2.0074
32 H 3.9735 2.9509 4.5249
33 H -3.0916 3.3902 1.6550
34 H 1.2172 -5.5676 1.3385
35 H -1.7629 -0.0648 1.6709
36 N 1.4482 1.6432 2.7461
37 P 1.0818 -2.7980 0.3881
38 H -4.0615 -2.5989 3.2488
39 H -3.7077 1.3635 -3.2987
40 H 2.0023 -5.5439 -0.9747
41 H -1.5293 -2.7090 -4.8718
42 C -2.6189 -0.5535 2.1446
43 C 2.5947 -3.9227 2.6939
44 H -2.1497 4.7733 -0.8642
45 C -0.8069 -3.1196 -4.1645
46 H -4.2142 -3.6189 1.8118
47 H -0.1913 -3.8385 -4.7094
48 C -0.9235 5.5535 5.1119
49 H 5.6581 5.6386 1.6069
50 H -2.4432 -0.5965 3.2218
51 C 0.1785 5.0247 2.8905
52 C -3.7586 -1.0885 -0.5588
53 C -2.1162 3.6157 -4.7177
54 N -0.9395 2.1768 -2.6464
55 H 2.6466 -3.3942 -2.9221
56 H 2.3311 -0.6431 1.6889
57 H 1.0197 4.4070 1.0234
58 H -0.1643 -2.3056 -3.8293
59 C -0.6854 -6.4666 1.1313
60 H -0.3600 -7.4008 1.5710
61 H -1.9659 -5.5911 -4.1354
62 C 0.2047 -5.4169 1.0012
63 H -1.9891 -2.5782 1.8887
64 H 2.9158 4.8204 -3.4039
65 H -3.2259 -1.9322 -3.7629
66 C -2.1117 -2.8433 -0.6972
67 C 2.7097 -1.5024 2.2364
68 H -5.8537 -0.2361 -1.8536
69 H 3.6314 -5.0626 -1.4432
70 H -2.9890 4.4550 3.9111
71 C 0.4766 1.7912 3.6464
72 H 1.9276 3.3881 -3.7324
73 H 4.5706 3.4244 -2.2090
74 H 5.3334 5.2682 -0.0851
75 H 4.3620 -2.7110 -1.4142
76 H -4.9865 -2.0306 1.8530
77 C -4.5443 1.2663 -2.6052
78 C -4.0988 -2.5901 2.1574
79 C 2.9629 2.6296 4.3077
80 C 5.5687 4.8288 0.8819
81 C 2.6755 2.0437 3.0784
82 C 1.9486 2.7646 5.2395
83 H -0.5119 1.4692 3.3398
84 C -1.6233 3.8235 -1.0169
85 C -2.1239 4.4450 3.2614
86 C 2.6018 3.8468 -3.0051
87 H -6.3430 -0.0676 -4.2250
88 C 0.1345 4.4378 1.6419
89 H 2.5311 4.1673 -0.9668
90 C -0.8555 1.7607 -3.9018
91 C 1.7963 -2.7364 2.1498
92 H -4.7044 -0.5289 -4.6663
93 H 1.9805 -4.8058 2.8568
94 N 1.8900 3.9520 -1.7257
95 H 3.0091 -3.6418 3.6679
96 H -3.3754 -4.9700 -0.2328
97 H 4.3040 0.8461 2.4415
98 C -0.9415 5.0166 3.7189
99 N -1.0376 3.2348 -0.0660
100 C -1.4371 2.4388 -4.9706
101 H -1.3452 2.0457 -5.9738
102 H -5.7726 -1.7089 -3.8961
103 H 3.3282 1.4578 1.1247
104 C 3.3848 1.6289 -2.1998
105 O 3.8235 1.3560 -1.0516
106 H -2.9609 -5.4038 -2.6861
107 H 1.6609 -2.0658 -2.3076
108 H 6.5197 4.3020 0.8211
109 C -2.1840 4.0726 -3.4088
110 H 4.2620 2.7518 -3.8218
111 H 1.1134 5.4821 3.1972
112 C 0.5974 -2.4867 3.0702
113 H -5.3533 1.9133 -2.9524
114 C -1.0474 3.8538 1.1998
115 C -2.8309 -1.9589 1.5820
116 C -5.0005 -0.1897 -2.5392
117 O -1.9087 5.8679 5.7193
118 H 2.8013 -1.2086 3.2873
119 O 0.2918 5.6455 5.7024
120 C 4.4242 3.9345 1.2886
121 H 3.4581 -1.4765 -0.5498
122 C -1.9889 -6.3051 0.6918
123 C -3.1187 -1.9161 -2.6861
124 C 3.7659 1.7269 2.0848
125 H -2.5781 4.1741 -5.5213
126 C -1.5113 -3.8034 -2.9901
127 H 3.2165 -5.1853 0.2625
128 C -2.4866 -4.8653 -3.5074
129 H 0.9961 -3.7106 -2.3844
130 H 3.7112 -1.7094 1.8636
131 H 0.9568 -2.3270 4.0911
132 C 2.4355 -3.4151 -0.7747
133 C -1.5849 3.3202 -2.4083
134 O 3.2589 4.2599 1.1153
135 C 2.8341 -4.8887 -0.7139
136 C 3.6837 -2.5462 -0.5726

Here are the Mulliken charges for atoms 1 to 99, given in e: C -0.1973; H 0.4566; O -0.6473; H 0.2630; H 0.5251; H 0.1370; H 0.3204; C -1.8655; H 0.3383; H 0.4236; C 0.5094; H 0.2697; H 0.2859; C -0.8474; C 0.1394; N 0.1276; H 0.5383; C -0.7086; H 0.1264; H 0.4000; C -0.0415; C -0.4787; H 0.5054; H 0.4058; C -0.5744; H 0.1171; C -1.9069; H 0.4415; H 0.2704; Cs 1.0765; C -0.1415; H 0.5333; H 0.5516; H 0.5192; H 0.1173; N 0.8757; P 1.0141; H 0.4640; H 0.0700; H 0.3378; H 0.4048; C -1.8696; C -1.9310; H 0.3267; C -1.3897; H 0.3455; H 0.4483; C 0.5144; H 0.3231; H 0.5528; C -1.0022; C -0.2602; C -0.7093; N 1.4683; H 0.6431; H 0.3023; H 0.4036; H 0.1168; C -1.2320; H 0.4510; H 0.4301; C -0.5290; H -0.8281; H 0.3895; H 0.2281; C 0.9416; C -2.6006; H 0.5191; H 0.5157; H 0.4242; C -0.4455; H 0.1541; H 0.1959; H 0.3402; H 0.6064; H 0.3103; C -0.9275; C -1.7652; C -0.9024; C -1.4084; C 0.3155; C -1.0942; H 0.2146; C -1.2246; C -1.1339; C -0.5799; H 0.4622; C 0.1652; H -0.1982; C -0.8229; C 2.6367; H 0.2845; H 0.3840; N 0.0562; H 0.5009; H 0.8170; H 0.4522; C 0.2867; N 0.9721